Record 1
Entry from the OMol25 dataset: 2 unconnected molecules or ions with the total composition C6H9O6S2 at a distorted geometry (ωB97M-V/def2-TZVPD).

## Properties
LUMO (Eh): 0.12037
Electronic energy (eV): -40321.3829
Energy relative to the best compared isomer or geometry (same formula, charge and spin) (kcal per mole): 11.97
Charge: -1
Gap between HOMO and LUMO (Ha): 0.2926

Last column: Löwdin charge in e.
CARTESIAN COORDINATES (ANGSTROEM)
C 3.3799 -0.3427 -2.3091  -0.492
C -1.0781 0.3852 -0.0528  -0.384
C 0.2833 -0.5979 0.0883  -0.287
C -3.0533 0.9878 -1.6040  -0.101
C 2.0642 -0.5881 2.6122  -0.077
C -1.8208 0.1802 -1.3549  -0.277
O 3.0308 0.6337 -2.7814  0.201
O 3.8319 -1.3846 -2.1051  0.184
O -1.1379 -0.6046 2.6357  -0.380
O -2.0657 -1.9031 0.7423  -0.369
O 1.2478 1.6285 1.4409  -0.355
O 2.6453 0.1741 0.0789  -0.401
S -1.1995 -0.8394 1.1745  0.657
S 1.5079 0.3104 0.9736  0.582
H -0.9853 1.3334 0.2557  0.060
H -3.5156 0.5589 -2.4692  0.060
H -2.6712 1.9671 -1.8788  0.073
H -3.7319 1.0053 -0.7678  0.074
H 2.7241 -1.3928 2.4550  0.032
H 2.5946 0.1531 3.1713  0.045
H 1.2271 -0.9462 3.0202  -0.031
H -1.2126 0.1756 -2.1900  0.087
H -2.0649 -0.8939 -1.1354  0.101

***

Record 2
Entry from the OMol25 dataset: a molecular structure, C6H9OPd at a distorted geometry (ωB97M-V/def2-TZVPD).

## Properties
LUMO (Eh): 0.14110
Electronic energy (eV): -11893.3147
Charge: -1
Gap between HOMO and LUMO (Ha): 0.2275

Last column: Löwdin charge in e.
CARTESIAN COORDINATES (ANGSTROEM)
Pd -0.2514 0.2623 -0.1996  0.263
C -0.0857 -2.5606 -0.4176  -0.229
C -0.2363 -1.9051 -1.6558  -0.236
C -1.4202 -1.1210 -1.6008  -0.283
C -1.9922 -1.2976 -0.2981  -0.267
C -1.1551 -2.1899 0.4205  -0.227
H 0.6968 -3.2652 -0.1672  0.060
H 0.3822 -2.0564 -2.5298  0.058
H -1.9030 -0.6429 -2.4406  0.055
H -2.9768 -0.9731 0.0060  0.056
H -1.3598 -2.5981 1.4005  0.058
C 2.2183 1.7771 -0.0150  -0.229
O 1.0924 2.2676 0.7025  -0.215
H 2.9749 2.5702 -0.0313  0.064
H 1.9672 1.5242 -1.0499  0.058
H 2.6520 0.8928 0.4638  0.066
H 0.2961 1.6376 0.5304  -0.052

***

Record 3
Entry from the OMol25 dataset: a molecular structure, C6HO6Re at a distorted geometry (ωB97M-V/def2-TZVPD).

## Properties
⟨S²⟩: 3.80
LUMO (alpha / beta) (Eh): -0.52868 / -0.75262
Electronic energy (eV): -20609.7959
Charge: +3
Gap between HOMO and LUMO (alpha / beta) (Ha): 0.3854 / 0.1411
Spin multiplicity: 4

Last column: Mulliken spin population.
CARTESIAN COORDINATES (ANGSTROEM)
O -4.3443 -1.7106 -1.9946  -0.058
C -3.6027 -0.9778 -1.4832  1.040
Re 0.6428 0.1976 0.2735  1.773
O -2.0592 1.5133 -0.1068  0.092
C -1.0458 1.0317 0.0403  -0.067
C 2.0617 -1.0718 0.2528  -0.081
O 2.8911 -1.8365 0.2322  0.105
C 1.0556 0.6206 -1.5347  -0.072
O 1.2883 0.8553 -2.6131  0.098
C -0.0407 -0.6595 1.8280  -0.072
O -0.4563 -1.1814 2.7375  0.098
H -0.1575 -1.0657 -0.4685  -0.029
O 2.1715 2.5947 1.6843  0.300
C 1.5957 1.6902 1.1523  -0.126

***

Record 4
Entry from the OMol25 dataset: a molecular structure, C6NiO6 at a distorted geometry (ωB97M-V/def2-TZVPD).

## Properties
⟨S²⟩: 2.03
LUMO (alpha / beta) (Eh): -0.42202 / -0.58909
Electronic energy (eV): -59520.9464
Charge: +2
Gap between HOMO and LUMO (alpha / beta) (Ha): 0.1978 / 0.1205
Spin multiplicity: 3

Last column: Mulliken spin population.
CARTESIAN COORDINATES (ANGSTROEM)
O 3.0490 -3.1354 -2.7276  0.000
C 2.3720 -2.4403 -2.1213  0.076
Ni -0.5857 0.6019 0.5238  0.797
O -2.1322 -0.9314 -1.3405  0.182
C -1.4828 -0.3278 -0.5993  0.066
C 1.0565 0.7663 0.9814  0.065
O 2.1494 0.9136 1.3248  0.181
C -0.0222 1.3592 -0.9051  0.066
O 0.3314 1.9126 -1.8562  0.181
C -0.4049 -0.9194 1.2867  0.066
O -0.3136 -1.9307 1.8404  0.183
O -2.3096 2.3761 2.0659  -0.014
C -1.6424 1.6896 1.4685  0.150

***

Record 5
Entry from the OMol25 dataset: 8 unconnected molecules or ions with the total composition C70H150N6O4 at a distorted geometry (ωB97M-V/def2-TZVPD).

## Properties
⟨S²⟩: 0.76
LUMO (alpha / beta) (Eh): -0.34368 / -0.42515
Electronic energy (eV): -92103.5183
Charge: +5
Gap between HOMO and LUMO (alpha / beta) (Ha): 0.3085 / 0.2270
Spin multiplicity: 2

Last column: Mulliken spin population.
CARTESIAN COORDINATES (ANGSTROEM)
C 1.0154 -0.4524 1.3985  -0.003
C 1.8604 -0.9417 0.2014  0.000
O 1.7202 -2.1211 -0.2666  0.000
O 2.6215 -0.0915 -0.3098  0.000
H 1.3203 -0.9443 2.3221  0.001
H -0.0398 -0.7123 1.3147  0.000
H 1.0585 0.6143 1.6189  0.001
C 1.1794 -1.2574 5.5465  0.003
C 1.6179 -2.4944 6.3242  -0.062
O 2.8130 -2.8170 6.2584  0.707
O 0.7810 -3.1659 6.9736  0.339
H 0.8790 -0.4920 6.2620  0.002
H 0.2530 -1.5643 5.0612  0.018
H 1.9020 -0.8254 4.8542  0.001
C -6.5420 2.9324 6.8262  0.000
C -5.6124 4.1600 6.8941  0.000
C -4.3418 4.1057 6.0710  0.000
C -4.6854 3.9726 4.5552  0.000
N -3.4727 3.9028 3.5572  0.000
C -2.7331 5.2882 3.4817  0.000
C -3.1714 6.0112 2.2164  0.000
C -4.3290 5.2498 1.6522  0.000
C -4.0458 3.8082 2.1327  0.000
C -2.6165 2.6860 3.7151  0.000
C -3.3141 1.3286 3.7620  0.000
C -2.3523 0.2301 3.3374  0.000
H -7.3148 2.9507 7.5947  0.000
H -5.9738 2.0685 7.1711  0.000
H -6.8549 2.8107 5.7892  0.000
H -5.5005 4.4681 7.9337  0.000
H -6.2192 4.9898 6.5318  0.000
H -3.7281 3.2263 6.2662  0.000
H -3.7724 4.9926 6.3489  0.000
H -5.2351 4.8367 4.1819  0.000
H -5.2644 3.0898 4.2841  0.000
H -1.6618 5.1108 3.5761  0.000
H -2.8949 5.8787 4.3835  0.000
H -2.2789 5.8740 1.6059  0.000
H -3.3963 7.0735 2.3113  0.000
H -4.2855 5.3762 0.5704  0.000
H -5.2800 5.6630 1.9883  0.000
H -3.3242 3.3643 1.4468  0.001
H -4.9169 3.1532 2.1145  0.000
H -2.1076 2.8856 4.6581  0.000
H -1.7651 2.7111 3.0350  0.000
H -4.1348 1.3405 3.0448  0.000
H -3.7283 0.9367 4.6910  0.000
H -2.9262 -0.5831 2.8930  0.000
H -1.6551 -0.0113 4.1397  -0.001
H -1.6934 0.5960 2.5499  0.000
C -1.8256 1.6768 -8.6653  0.000
C -1.6802 2.7847 -7.6651  0.000
C -1.4929 2.3696 -6.0913  0.000
C -0.1745 1.6496 -5.8761  0.000
N 0.0653 1.2726 -4.3933  0.000
C 0.3314 2.6471 -3.6446  0.000
C 1.5732 2.4246 -2.7888  0.000
C 2.4228 1.5795 -3.7175  0.000
C 1.4249 0.5407 -4.3395  0.000
C -1.0197 0.3827 -3.7276  0.000
C -1.3771 -0.9267 -4.4738  0.000
C -2.6354 -1.7024 -3.9565  0.000
H -0.9176 1.3414 -9.1664  0.000
H -2.5479 1.9480 -9.4353  0.000
H -2.3391 0.8037 -8.2627  0.000
H -2.6171 3.3355 -7.7480  0.000
H -0.7928 3.3571 -7.9352  0.000
H -2.3102 1.6745 -5.8992  0.000
H -1.5651 3.3009 -5.5296  0.000
H 0.7072 2.2012 -6.2024  0.000
H -0.1746 0.6709 -6.3558  0.000
H -0.4725 2.8794 -2.9461  0.000
H 0.3683 3.4867 -4.3387  0.000
H 1.3027 1.9427 -1.8492  0.000
H 1.9901 3.3643 -2.4264  0.000
H 3.2884 1.1424 -3.2196  0.000
H 2.7840 2.2361 -4.5090  0.000
H 1.4216 -0.3375 -3.6939  0.000
H 1.8561 0.3005 -5.3114  0.000
H -1.7674 1.1709 -3.6399  0.000
H -0.6566 0.1134 -2.7358  0.000
H -0.5455 -1.6249 -4.3789  0.000
H -1.5134 -0.7726 -5.5442  0.000
H -3.5283 -1.3607 -4.4800  0.000
H -2.9159 -1.4950 -2.9238  0.000
H -2.4656 -2.7369 -4.2550  0.000
C 0.7282 5.4403 1.7166  0.000
C 0.9321 4.4880 0.5900  0.000
C 2.0513 3.4967 0.8204  0.000
C 3.3851 4.2170 1.0811  0.000
N 4.5206 3.1753 1.3592  0.000
C 5.7686 4.0035 1.7028  0.000
C 6.8026 3.7499 0.5934  0.000
C 6.4995 2.3906 -0.0110  0.000
C 4.9716 2.4979 0.0454  0.000
C 4.2680 2.0785 2.4135  0.001
C 4.0532 2.5848 3.7482  0.000
C 3.2091 1.7001 4.6226  -0.001
H 0.3612 4.9183 2.6003  0.000
H -0.0985 6.0694 1.3868  0.000
H 1.6238 6.0301 1.9119  0.000
H 1.2764 5.0119 -0.3017  0.000
H 0.0385 4.0646 0.1314  0.000
H 2.0640 2.8781 -0.0769  0.000
H 1.8637 2.8049 1.6416  0.000
H 3.3375 4.7735 2.0171  0.000
H 3.7977 4.9982 0.4426  0.000
H 6.2773 3.4363 2.4824  0.000
H 5.6975 5.0258 2.0743  0.000
H 7.8242 3.7108 0.9714  0.000
H 6.6212 4.5761 -0.0941  0.000
H 6.9564 1.6102 0.5975  0.000
H 6.8930 2.1781 -1.0051  0.000
H 4.5189 1.5072 0.0061  0.000
H 4.6941 2.9757 -0.8942  0.000
H 5.1496 1.4495 2.2897  0.000
H 3.5708 1.3319 2.0333  0.000
H 3.5833 3.5681 3.7703  0.000
H 5.0874 2.6599 4.0843  0.000
H 3.2585 1.9339 5.6861  0.000
H 3.5916 0.6913 4.4671  0.001
H 2.2237 1.7615 4.1608  0.000
C -5.4022 1.1866 -6.3684  0.000
C -5.3417 2.2988 -5.3517  0.000
C -6.1969 1.8587 -4.1027  0.000
C -6.1237 2.8726 -2.9147  0.000
N -6.4434 2.2636 -1.5098  0.000
C -7.9156 1.8223 -1.4552  0.000
C -8.7393 3.1623 -1.4038  0.000
C -7.7321 4.1740 -0.7472  0.000
C -6.4629 3.4369 -0.5042  0.000
C -5.5867 1.1046 -1.0567  0.000
C -4.1228 1.3874 -0.9646  0.000
C -3.2392 0.2541 -0.3636  0.000
H -6.3871 1.0139 -6.8021  0.000
H -5.1099 0.2266 -5.9430  0.000
H -4.8242 1.3558 -7.2769  0.000
H -5.6799 3.2266 -5.8132  0.000
H -4.3189 2.4413 -5.0029  0.000
H -5.9906 0.8199 -3.8447  0.000
H -7.1989 1.9288 -4.5260  0.000
H -6.7621 3.7267 -3.1409  0.000
H -5.1145 3.2528 -2.7564  0.000
H -8.0589 1.0608 -0.6886  0.000
H -8.1423 1.3302 -2.4010  0.000
H -9.6814 3.1361 -0.8562  0.000
H -9.0414 3.5329 -2.3833  0.000
H -8.1745 4.5907 0.1576  0.000
H -7.4795 5.0780 -1.3014  0.000
H -6.6174 2.9904 0.4780  0.000
H -5.5210 3.9855 -0.5042  0.000
H -5.8304 0.2809 -1.7276  0.000
H -5.9727 0.6530 -0.1429  0.000
H -4.0203 2.3160 -0.4031  0.000
H -3.8390 1.7356 -1.9577  0.000
H -2.1654 0.4379 -0.4016  0.000
H -3.4931 -0.7214 -0.7782  0.000
H -3.4696 0.1268 0.6941  0.000
C 1.8043 -7.6386 -1.7999  0.000
C 1.9893 -6.3067 -2.5666  0.000
C 3.2081 -5.4523 -2.2792  0.000
C 3.2038 -4.0464 -2.8629  0.000
N 4.6270 -3.3511 -2.5949  0.000
C 5.1493 -3.3333 -1.0824  0.000
C 6.0297 -2.1054 -0.9800  0.000
C 5.8285 -1.2923 -2.2223  0.000
C 4.5444 -1.8522 -2.8681  0.000
C 5.7928 -4.0568 -3.3987  0.000
C 5.6377 -4.0155 -4.9187  0.000
C 6.9500 -4.2816 -5.6766  0.000
H 1.2767 -7.5036 -0.8557  0.000
H 2.7817 -8.0889 -1.6262  0.000
H 1.1538 -8.2645 -2.4108  0.000
H 1.1519 -5.6137 -2.4848  0.000
H 2.0398 -6.6207 -3.6092  0.000
H 4.0673 -5.9465 -2.7324  0.000
H 3.2680 -5.3702 -1.1939  0.000
H 2.5857 -3.3163 -2.3405  0.000
H 3.0752 -4.0584 -3.9452  0.000
H 5.6800 -4.2600 -0.8637  0.000
H 4.2864 -3.4345 -0.4241  0.000
H 7.0672 -2.4341 -0.9186  0.000
H 5.8013 -1.5225 -0.0878  0.000
H 6.6974 -1.2964 -2.8805  0.000
H 5.5873 -0.2485 -2.0212  0.000
H 4.5385 -1.5917 -3.9265  0.000
H 3.6802 -1.4295 -2.3556  0.000
H 5.8672 -5.0938 -3.0711  0.000
H 6.6907 -3.4949 -3.1416  0.000
H 5.2280 -3.0751 -5.2871  0.000
H 4.8759 -4.7758 -5.0910  0.000
H 7.8990 -3.8407 -5.3715  0.000
H 6.8435 -3.8721 -6.6811  0.000
H 7.1748 -5.2818 -6.0468  0.000
C 3.0760 -8.7262 5.6753  0.000
C 2.1145 -7.5052 5.6528  0.000
C 2.0099 -6.9249 4.2166  0.002
C 1.0112 -5.7286 4.2327  0.004
N 0.8010 -5.0994 2.8151  0.005
C -0.2670 -4.0318 2.8579  0.000
C -0.7395 -3.9301 1.3858  0.000
C -0.5842 -5.3120 0.7059  0.000
C 0.1001 -6.0490 1.8132  0.000
C 2.1632 -4.6336 2.2515  -0.003
C 2.9952 -3.7523 3.1643  0.005
C 4.3243 -3.3321 2.5575  -0.001
H 3.1014 -9.2016 6.6558  0.000
H 4.0858 -8.5551 5.3022  0.000
H 2.6651 -9.5103 5.0393  0.000
H 2.7144 -6.8388 6.2726  -0.001
H 1.1573 -7.7246 6.1259  0.000
H 1.4899 -7.6756 3.6215  0.000
H 2.9723 -6.6589 3.7794  0.000
H 1.2698 -4.8680 4.8496  -0.014
H 0.0166 -5.9111 4.6397  0.000
H 0.0684 -3.0825 3.2756  -0.002
H -1.0452 -4.3324 3.5593  0.000
H -0.1152 -3.1755 0.9072  0.000
H -1.7687 -3.5712 1.3829  0.000
H 0.0582 -5.2384 -0.1716  0.000
H -1.5123 -5.7919 0.3956  0.000
H 0.9256 -6.6853 1.4942  0.000
H -0.6112 -6.5863 2.4404  0.000
H 1.9845 -4.0943 1.3212  -0.001
H 2.7019 -5.5409 1.9785  0.000
H 3.1173 -4.1988 4.1511  -0.003
H 2.2744 -2.9536 3.3390  0.003
H 4.1906 -2.4933 1.8744  0.000
H 4.8654 -4.1030 2.0088  0.000
H 5.0506 -3.0053 3.3016  0.000